C51H94BNO22S8 | wB97M-V/def2-TZVPD

```
177
Properties=species:S:1:pos:R:3:lowdin_charge:R:1
C 8.767 4.573 2.174 -0.060
C 7.875 5.620 1.523 -0.206
O 7.121 5.065 0.438 0.079
B 7.736 4.599 -0.673 -0.597
O 8.958 5.088 -1.095 0.169
C 6.963 3.514 -1.526 0.079
C 5.650 3.541 -1.817 -0.069
C 4.655 4.603 -1.477 -0.031
C 3.698 4.176 -0.360 -0.436
O 4.123 3.665 0.658 0.084
N 2.347 4.305 -0.631 -0.122
C 1.879 5.535 -1.289 -0.046
C 1.517 4.033 0.545 -0.055
C 5.088 2.446 -2.673 -0.225
O 4.226 2.683 -3.490 0.139
C 5.725 1.111 -2.496 -0.221
O 4.939 0.020 -2.591 -0.018
C 5.201 -0.998 -1.602 -0.119
C 5.102 -0.507 -0.152 -0.320
C 6.445 -0.577 0.592 -0.049
C 4.052 -1.313 0.649 -0.145
C 3.539 -0.536 1.878 -0.417
C 2.029 -0.290 1.771 -0.083
C 3.839 -1.237 3.213 -0.075
C 7.046 1.095 -2.267 0.070
C 7.749 2.384 -2.123 -0.324
O 8.904 2.526 -2.488 0.107
H 8.897 4.809 3.234 0.077
H 8.296 3.590 2.121 0.088
H 9.764 4.541 1.732 0.076
H 8.463 6.466 1.163 0.121
H 7.137 5.983 2.238 0.121
H 9.688 4.460 -1.051 0.110
H 5.140 5.539 -1.197 0.138
H 4.077 4.783 -2.381 0.103
H 2.484 5.807 -2.145 0.080
H 0.866 5.367 -1.658 0.074
H 1.854 6.367 -0.576 0.096
H 1.738 3.053 0.954 0.079
H 1.672 4.792 1.320 0.094
H 0.472 4.056 0.231 0.088
H 4.443 -1.756 -1.798 0.129
H 6.169 -1.472 -1.801 0.125
H 4.779 0.540 -0.128 0.138
H 7.273 -0.178 0.007 0.059
H 6.395 0.006 1.515 0.084
H 6.682 -1.607 0.872 0.085
H 4.537 -2.239 0.972 0.114
H 3.213 -1.553 -0.007 0.111
H 4.027 0.444 1.902 0.122
H 1.523 -1.244 1.608 0.077
H 1.642 0.177 2.677 0.077
H 1.815 0.385 0.938 0.077
H 3.050 -1.947 3.471 0.079
H 4.795 -1.767 3.183 0.067
H 3.907 -0.503 4.021 0.076
H 7.618 0.180 -2.180 0.133
O -0.409 4.447 -3.779 -0.338
S -0.030 3.052 -3.775 0.660
O 0.188 2.384 -2.513 -0.335
C -1.183 2.125 -4.781 -0.237
C -0.587 2.171 -6.181 -0.220
C 0.916 1.924 -5.997 -0.200
C 1.393 2.827 -4.853 -0.217
H -2.166 2.583 -4.697 0.111
H -1.208 1.105 -4.404 0.078
H -1.046 1.426 -6.825 0.103
H -0.752 3.158 -6.621 0.119
H 1.085 0.875 -5.745 0.117
H 1.472 2.135 -6.910 0.113
H 2.197 2.398 -4.265 0.068
H 1.688 3.811 -5.213 0.107
O -1.766 -0.760 -5.713 -0.332
S -2.035 -2.176 -5.595 0.678
O -2.280 -2.957 -6.780 -0.318
C -0.738 -2.919 -4.610 -0.220
C -1.246 -2.787 -3.177 -0.212
C -2.737 -3.155 -3.222 -0.212
C -3.358 -2.399 -4.401 -0.202
H 0.194 -2.396 -4.811 0.107
H -0.658 -3.960 -4.920 0.109
H -0.691 -3.432 -2.497 0.120
H -1.119 -1.755 -2.840 0.105
H -2.852 -4.226 -3.370 0.095
H -3.244 -2.907 -2.293 0.091
H -4.165 -2.945 -4.882 0.106
H -3.701 -1.405 -4.121 0.101
O -1.681 -2.715 1.622 -0.335
S -1.961 -1.301 1.754 0.662
O -1.115 -0.470 2.574 -0.331
C -2.085 -0.587 0.117 -0.217
C -3.560 -0.738 -0.237 -0.215
C -4.335 -0.355 1.030 -0.192
C -3.684 -1.090 2.210 -0.217
H -1.405 -1.118 -0.546 0.090
H -1.794 0.460 0.197 0.110
H -3.829 -0.108 -1.085 0.117
H -3.778 -1.776 -0.502 0.102
H -4.271 0.725 1.175 0.102
H -5.388 -0.622 0.956 0.115
H -3.730 -0.522 3.136 0.101
H -4.111 -2.073 2.366 0.060
O -4.878 4.497 2.657 -0.324
S -3.505 4.056 2.726 0.662
O -3.003 3.070 1.802 -0.329
C -2.433 5.493 2.710 -0.226
C -2.278 5.853 4.184 -0.219
C -2.078 4.521 4.923 -0.203
C -3.138 3.545 4.403 -0.235
H -2.895 6.267 2.101 0.107
H -1.486 5.182 2.270 0.098
H -1.444 6.536 4.340 0.113
H -3.186 6.346 4.540 0.117
H -1.081 4.131 4.709 0.119
H -2.160 4.639 6.002 0.114
H -2.793 2.516 4.377 0.096
H -4.064 3.608 4.965 0.086
O 6.603 -2.738 -6.317 -0.322
S 5.803 -1.602 -6.701 0.663
O 4.383 -1.749 -6.893 -0.325
C 6.143 -0.253 -5.577 -0.235
C 7.321 0.478 -6.212 -0.212
C 7.007 0.556 -7.713 -0.211
C 6.545 -0.838 -8.156 -0.218
H 6.355 -0.664 -4.595 0.090
H 5.252 0.374 -5.533 0.110
H 7.457 1.464 -5.771 0.114
H 8.240 -0.090 -6.052 0.122
H 6.207 1.281 -7.880 0.117
H 7.870 0.881 -8.291 0.113
H 5.795 -0.816 -8.942 0.100
H 7.377 -1.471 -8.456 0.102
O -5.909 -2.773 3.295 -0.318
S -6.108 -4.197 3.397 0.678
O -6.328 -4.996 2.217 -0.324
C -4.766 -4.881 4.362 -0.215
C -5.263 -4.783 5.800 -0.211
C -6.733 -5.231 5.772 -0.210
C -7.409 -4.502 4.604 -0.213
H -3.865 -4.306 4.158 0.112
H -4.632 -5.914 4.045 0.109
H -4.664 -5.401 6.466 0.117
H -5.191 -3.748 6.143 0.110
H -6.786 -6.310 5.616 0.115
H -7.240 -5.011 6.710 0.112
H -8.190 -5.084 4.121 0.101
H -7.799 -3.530 4.898 0.102
O -4.114 1.612 6.487 -0.318
S -5.007 0.522 6.785 0.669
O -4.815 -0.784 6.209 -0.324
C -5.157 0.365 8.565 -0.228
C -6.319 1.285 8.925 -0.219
C -7.396 1.040 7.859 -0.211
C -6.700 1.064 6.492 -0.210
H -4.208 0.641 9.017 0.108
H -5.386 -0.679 8.777 0.106
H -6.687 1.082 9.929 0.115
H -5.991 2.326 8.893 0.119
H -7.856 0.064 8.023 0.115
H -8.186 1.786 7.903 0.114
H -7.145 0.387 5.767 0.103
H -6.648 2.067 6.075 0.105
O -6.658 -6.145 -3.162 -0.318
S -5.614 -6.396 -2.200 0.672
O -4.452 -5.542 -2.162 -0.327
C -6.334 -6.532 -0.570 -0.240
C -6.670 -8.013 -0.437 -0.216
C -5.463 -8.775 -1.004 -0.213
C -5.097 -8.116 -2.340 -0.217
H -7.193 -5.870 -0.507 0.109
H -5.579 -6.220 0.149 0.089
H -6.865 -8.277 0.601 0.114
H -7.564 -8.246 -1.018 0.119
H -4.624 -8.696 -0.311 0.116
H -5.680 -9.834 -1.140 0.112
H -4.031 -8.132 -2.549 0.101
H -5.644 -8.545 -3.177 0.103
```

Calculated values
DFT total energy   -188304.7475 eV
LUMO   -0.812 eV
HOMO   -9.114 eV
Total charge   0
SMILES   CCOB(O)C1=C(CC(=O)N(C)C)C(=O)C(OC[C@H](C)CC(C)C)=CC1=O.O=S1(=O)CCCC1.O=S1(=O)CCCC1.O=S1(=O)CCCC1.O=S1(=O)CCCC1.O=S1(=O)CCCC1.O=S1(=O)CCCC1.O=S1(=O)CCCC1.O=S1(=O)CCCC1